A single C16H21NO3S molecule in a non-equilibrium geometry. Source: OMol25; level of theory: ωB97M-V/def2-TZVPD.

Computed properties:
**Orbital gap**: 9.09 eV
**Energy above the lowest of the compared OMol25 structures with the same formula, charge and spin**: 554.07 kJ/mol
**Calculated total energy**: -1300.801392 Eh
**SMILES**: C=C(C)c1ccsc1[C@H](O)C(=O)O[C@H]1CN2CCC1CC2
**E_LUMO**: 0.623 eV

Structure (XYZ):
```
42
Properties=species:S:1:pos:R:3:forces:R:3
C -2.941110 0.874510 0.605909 0.523 -0.686 -2.387
C -3.718494 0.613851 -0.468720 1.442 -1.332 -0.773
C -5.187546 0.793368 -0.507519 -0.910 1.824 -0.262
C -3.182841 -0.017939 -1.723707 -0.838 0.207 0.685
C -3.991649 -0.813132 -2.657389 3.329 0.261 -1.505
C -3.235362 -1.190657 -3.752667 0.260 -0.300 0.671
S -1.463974 -0.746349 -3.604678 -3.066 0.537 0.971
C -1.922229 0.213812 -2.135801 1.492 -1.403 -0.326
C -0.980591 1.336747 -1.719341 1.057 -2.398 -1.940
O -1.014556 2.109102 -2.927881 1.422 0.761 0.831
C 0.450854 0.996719 -1.116297 3.750 -0.022 -1.435
O 1.494601 1.438541 -1.655532 -3.675 -1.250 1.694
O 0.553284 0.218789 0.077918 -1.541 0.994 -2.619
C 1.763046 0.435762 0.789904 1.676 0.733 0.726
C 1.562625 0.169734 2.309449 -0.866 0.061 0.454
N 2.515718 -0.792990 2.904461 0.969 1.076 0.403
C 3.900402 -0.199495 2.707644 -2.151 0.107 2.781
C 4.116109 0.097868 1.321947 2.815 1.545 -3.022
C 3.051862 -0.413180 0.428794 -2.846 -0.464 -2.981
C 2.734271 -1.945047 0.714984 1.290 2.708 1.068
C 2.474861 -2.101084 2.263856 -3.016 2.001 -3.010
H -1.861429 0.742154 0.761965 -0.609 -0.439 -0.576
H -3.379857 1.435291 1.328109 -1.381 1.319 2.481
H -5.529875 1.611677 -1.202604 0.546 -1.247 -0.334
H -5.476321 1.321015 0.370052 -0.471 -0.264 1.409
H -5.774382 -0.128183 -0.644805 0.314 0.441 0.034
H -5.009223 -1.082726 -2.605572 -0.932 -0.037 0.341
H -3.619484 -1.799814 -4.602945 0.678 0.552 0.831
H -1.359749 1.835031 -0.891292 -1.374 1.564 0.907
H -0.416453 1.755025 -3.624831 -0.398 0.123 1.016
H 1.966361 1.527032 0.611500 0.313 -1.022 0.346
H 1.752204 1.132248 2.807125 -0.137 -0.332 0.124
H 0.491247 -0.098942 2.545580 1.094 -0.001 -0.326
H 4.027315 0.818458 3.214396 -0.354 -1.951 0.445
H 4.600620 -0.934319 3.005725 0.662 -0.596 1.095
H 4.121733 1.192523 1.344174 0.222 0.029 -1.228
H 5.166122 -0.237406 1.028165 -1.301 0.431 -0.043
H 3.168386 -0.254783 -0.736781 0.388 -0.319 2.423
H 1.969450 -2.203839 0.045705 -1.302 -0.743 -0.551
H 3.629534 -2.426789 0.424214 0.910 -0.973 -0.333
H 3.112232 -2.811979 2.627872 1.780 -1.450 1.519
H 1.442288 -2.470601 2.338912 0.237 -0.043 0.398
```
Positions in Å, forces in eV/Å.

Here is what natural (NBO) gives for the atomic charges, in e:
1. C -0.403
2. C 0.027
3. C -0.656
4. C -0.123
5. C -0.257
6. C -0.325
7. S 0.306
8. C -0.097
9. C -0.030
10. O -0.686
11. C 0.773
12. O -0.582
13. O -0.531
14. C 0.071
15. C -0.265
16. N -0.419
17. C -0.224
18. C -0.454
19. C -0.222
20. C -0.436
21. C -0.227
22. H 0.211
23. H 0.186
24. H 0.227
25. H 0.220
26. H 0.225
27. H 0.230
28. H 0.236
29. H 0.235
30. H 0.491
31. H 0.191
32. H 0.207
33. H 0.219
34. H 0.198
35. H 0.198
36. H 0.208
37. H 0.218
38. H 0.247
39. H 0.213
40. H 0.200
41. H 0.200
42. H 0.199

---

2 unconnected molecules or ions with the total composition C16H22BFN3O4S in a non-equilibrium geometry. Source: OMol25; level of theory: ωB97M-V/def2-TZVPD.

Computed properties:
**Net charge**: +1
**Orbital gap**: 6.57 eV
**Energy above the lowest of the compared OMol25 structures with the same formula, charge and spin**: 0.00 kJ/mol
**Calculated total energy**: -1610.844175 Eh
**E_LUMO**: -4.604 eV

Structure (XYZ):
```
48
Properties=species:S:1:pos:R:3:forces:R:3
C 2.591461 -0.885609 0.621197 -0.101 -0.113 -0.158
C 1.946215 -2.127331 -0.005049 0.048 0.106 -0.300
S 2.338302 -2.254129 -1.790054 0.110 -0.012 0.027
C 0.790166 -2.928882 -2.413337 0.115 0.101 -0.013
C -0.340811 -1.934948 -2.498602 -0.102 -0.100 -0.068
C -0.172021 -0.595309 -2.219320 0.018 0.005 0.017
N -1.180751 0.270455 -2.345293 -0.061 0.094 0.007
N -0.960529 1.629086 -2.053630 0.080 -0.043 0.107
C 0.076412 2.228079 -2.900299 0.331 -0.186 -0.014
C -0.759407 1.780978 -0.622864 0.290 0.036 0.130
C -1.946867 1.436120 0.223900 -0.187 0.047 -0.253
O 0.299179 2.177616 -0.218643 -0.344 0.178 -0.128
N -2.399709 -0.038933 -2.714955 -0.045 0.024 -0.048
C -2.622755 -1.303489 -2.976176 0.052 -0.135 0.017
C -1.627707 -2.299490 -2.883780 -0.189 -0.013 -0.176
O -1.927041 -3.557867 -3.193207 0.361 -0.158 0.283
B -2.568645 -4.375275 -2.208581 -0.494 -0.544 -0.155
O -3.920481 -4.232897 -2.093817 0.442 0.972 -0.014
O -1.838311 -5.320698 -1.554893 0.115 0.505 0.030
H 3.506205 -1.153001 1.142808 0.031 0.094 0.045
H 2.840669 -0.149958 -0.144059 0.013 0.049 0.043
H 1.903617 -0.410207 1.318311 0.088 -0.020 0.137
H 2.299701 -3.041782 0.463776 -0.145 -0.030 0.114
H 0.858546 -2.087925 0.064431 -0.026 -0.020 0.124
H 0.999883 -3.285881 -3.424003 -0.049 -0.094 0.015
H 0.486075 -3.798274 -1.830769 -0.042 -0.034 -0.074
H 0.786891 -0.215573 -1.884963 -0.028 0.116 -0.039
H -0.078784 3.302498 -2.913396 -0.047 0.000 -0.039
H -0.009457 1.823869 -3.906474 -0.189 0.127 -0.029
H 1.083723 2.030810 -2.529176 -0.001 -0.009 0.054
H -2.065753 0.352295 0.291392 0.079 -0.013 0.154
H -2.854297 1.818894 -0.242356 0.022 0.027 -0.013
H -1.829821 1.866768 1.213352 0.102 -0.171 0.081
H -3.625010 -1.580563 -3.275943 -0.018 0.094 -0.020
H -4.237358 -3.971638 -1.223800 -0.294 -0.617 0.092
H -1.451125 -5.110867 -0.702096 0.030 -0.260 0.056
F -0.808895 1.419911 3.729752 0.005 -0.012 -0.010
C 0.255981 2.214365 4.017183 0.019 0.017 0.000
C 0.784371 2.190398 5.290029 -0.028 -0.055 0.051
C 1.874364 3.005919 5.560530 0.014 0.024 -0.041
C 2.406704 3.822353 4.571251 0.004 -0.009 0.005
C 1.849587 3.824466 3.299930 0.009 -0.021 0.067
C 0.762306 3.011111 3.013395 -0.029 0.019 -0.038
H 0.349508 1.551144 6.046019 -0.005 -0.004 -0.006
H 2.308551 3.002284 6.550942 -0.007 0.005 0.014
H 3.254095 4.456354 4.792449 0.004 0.006 0.003
H 2.259379 4.461035 2.527358 0.002 0.001 -0.010
H 0.313647 2.983720 2.031530 0.045 0.030 -0.025
```
Positions in Å, forces in eV/Å.

Here is what natural (NBO) gives for the atomic charges, in e:
1. C -0.631
2. C -0.517
3. S 0.233
4. C -0.585
5. C -0.054
6. C 0.062
7. N 0.042
8. N -0.301
9. C -0.437
10. C 0.695
11. C -0.732
12. O -0.513
13. N -0.113
14. C -0.018
15. C 0.383
16. O -0.670
17. B 1.330
18. O -0.907
19. O -0.917
20. H 0.234
21. H 0.217
22. H 0.230
23. H 0.234
24. H 0.193
25. H 0.277
26. H 0.250
27. H 0.276
28. H 0.246
29. H 0.222
30. H 0.213
31. H 0.234
32. H 0.256
33. H 0.274
34. H 0.258
35. H 0.518
36. H 0.520
37. F -0.344
38. C 0.389
39. C -0.286
40. C -0.182
41. C -0.224
42. C -0.186
43. C -0.298
44. H 0.234
45. H 0.224
46. H 0.223
47. H 0.220
48. H 0.231

---

A single C16H22Br2F3NO7S2 molecule in a non-equilibrium geometry. Source: OMol25; level of theory: ωB97M-V/def2-TZVPD.

Computed properties:
**Orbital gap**: 9.40 eV
**Calculated total energy**: -7448.209515 Eh
**SMILES**: C=C[C@@]1(NCCC)[C@@H](/C(Br)=C(/C)Br)OS(=O)(=O)[C@@H](S(=O)(=O)C(F)(F)F)[C@@H]1COC(C)=O
**E_LUMO**: 0.026 eV

Structure (XYZ):
```
53
Properties=species:S:1:pos:R:3:forces:R:3
C 2.607678 -0.152176 2.059674 -0.061 -0.187 -0.091
C 1.285741 -0.219220 2.161215 0.443 0.112 0.006
C 0.298618 -0.034200 1.026081 -0.398 -0.864 0.167
N -0.300532 -1.330599 0.721496 -0.015 0.237 -0.035
C 0.602712 -2.440572 0.438930 -0.032 -0.219 -0.017
C -0.126125 -3.537431 -0.331199 0.160 -0.216 0.861
C -1.178800 -4.238529 0.549300 -0.006 0.143 -0.092
C -0.863805 0.910387 1.464165 0.526 -0.281 0.163
C -2.032048 0.291137 2.158654 -0.309 0.176 -0.165
Br -1.739731 -0.728020 3.723920 0.097 0.062 0.036
C -3.295703 0.419882 1.753981 0.137 -0.056 0.109
C -4.502817 -0.194151 2.394256 -0.183 0.363 -0.386
Br -3.710984 1.435594 0.192021 -0.012 -0.026 -0.079
O -0.295614 1.935651 2.318173 -0.031 -0.073 -0.351
S 0.667706 2.982976 1.625472 0.800 0.766 0.457
O 1.816583 3.097821 2.458128 -0.187 -0.259 -0.024
O -0.062058 4.157454 1.283450 -0.321 -0.251 -0.197
C 1.150079 2.219439 0.027111 -0.416 -0.662 0.059
S 2.837643 2.759866 -0.376337 0.345 0.390 0.410
O 3.799786 1.747968 -0.085520 -0.133 -0.235 -0.228
O 3.052485 4.102702 0.050657 -0.344 0.036 -0.208
C 2.707036 2.872327 -2.234783 0.152 0.001 0.431
F 3.726963 3.583851 -2.641939 0.523 0.276 -0.243
F 1.583037 3.483885 -2.590043 -0.429 0.150 -0.134
F 2.745850 1.677258 -2.798752 -0.073 -0.442 -0.150
C 0.937047 0.680628 -0.192733 0.426 0.212 -0.399
C 0.116480 0.521768 -1.482245 -0.158 -0.421 0.275
O 0.381772 -0.769520 -2.039929 0.213 0.321 0.247
C 0.298762 -0.897606 -3.393062 -0.237 0.148 -0.168
C -0.851025 -0.229799 -4.089475 0.065 0.516 0.026
O 1.103444 -1.559260 -3.963366 0.411 -0.554 -0.189
H 3.142419 -0.223803 1.123442 -0.040 0.582 -0.080
H 3.230858 -0.038422 2.938227 -0.068 -0.545 0.098
H 0.868936 -0.437505 3.133986 -0.202 0.545 0.055
H -1.022606 -1.266554 0.014319 0.050 0.040 -0.079
H 0.925200 -2.888855 1.383656 0.058 0.163 0.069
H 1.517872 -2.139267 -0.080205 -0.116 0.112 -0.196
H -0.580967 -3.130981 -1.233128 0.158 -0.118 -0.202
H 0.633879 -4.279462 -0.577850 -0.034 0.090 -0.395
H -1.217884 -5.308105 0.344812 -0.142 0.029 -0.130
H -2.172805 -3.816094 0.403000 -0.056 -0.056 0.052
H -0.931690 -4.131460 1.606535 0.015 0.041 0.012
H -1.230158 1.384937 0.557535 -0.291 0.118 0.131
H -4.599937 -1.228820 2.062704 0.049 -0.107 0.244
H -4.455748 -0.117963 3.476858 0.087 -0.223 0.030
H -5.393378 0.331294 2.056102 -0.024 -0.010 0.050
H 0.528965 2.744134 -0.699482 -0.011 0.266 0.191
H 1.909543 0.247904 -0.425980 0.002 -0.095 0.172
H -0.956721 0.609347 -1.279514 -0.037 0.195 -0.123
H 0.422793 1.281366 -2.196963 -0.141 0.071 -0.005
H -1.807021 -0.613871 -3.736156 0.002 -0.095 -0.015
H -0.726808 -0.372779 -5.157414 -0.140 -0.160 -0.003
H -0.844923 0.845450 -3.901783 -0.070 -0.006 0.031
```
Positions in Å, forces in eV/Å.

Here is what natural (NBO) gives for the atomic charges, in e:
1. C -0.352
2. C -0.206
3. C 0.059
4. N -0.648
5. C -0.201
6. C -0.403
7. C -0.612
8. C 0.026
9. C -0.122
10. Br 0.106
11. C -0.032
12. C -0.671
13. Br 0.055
14. O -0.693
15. S 2.411
16. O -0.896
17. O -0.905
18. C -0.786
19. S 2.115
20. O -0.891
21. O -0.872
22. C 0.736
23. F -0.285
24. F -0.314
25. F -0.304
26. C -0.216
27. C -0.085
28. O -0.544
29. C 0.801
30. C -0.743
31. O -0.530
32. H 0.203
33. H 0.216
34. H 0.225
35. H 0.361
36. H 0.190
37. H 0.184
38. H 0.199
39. H 0.214
40. H 0.211
41. H 0.200
42. H 0.208
43. H 0.221
44. H 0.242
45. H 0.247
46. H 0.235
47. H 0.285
48. H 0.266
49. H 0.185
50. H 0.191
51. H 0.241
52. H 0.251
53. H 0.228

---

A single C16H22BrN3O3 molecule in a non-equilibrium geometry. Source: OMol25; level of theory: ωB97M-V/def2-TZVPD.

Computed properties:
**Orbital gap**: 9.49 eV
**Energy above the lowest of the compared OMol25 structures with the same formula, charge and spin**: 131.86 kJ/mol
**Calculated total energy**: -3586.890662 Eh
**SMILES**: CCCNC(=O)C/C(C)=N/NC(=O)COc1ccc(C)cc1Br
**E_LUMO**: 0.548 eV

Structure (XYZ):
```
45
Properties=species:S:1:pos:R:3:forces:R:3
C 2.943240 2.662410 -1.405088 0.236 0.079 0.127
C 4.079118 2.568088 -0.395194 -0.231 -0.077 0.143
C 3.612323 2.059945 0.971861 0.414 0.147 -0.113
N 3.181305 0.678978 0.936811 -0.387 0.389 -0.122
C 4.055384 -0.334706 1.081117 -0.331 -0.645 -0.014
O 5.239759 -0.172984 1.281613 0.416 0.088 0.041
C 3.426214 -1.731032 1.021218 0.258 0.065 0.175
C 2.301996 -1.846327 0.046525 -0.108 0.048 -0.272
C 2.604901 -1.552785 -1.398902 -0.228 -0.101 0.090
N 1.175576 -2.191603 0.519743 -0.185 -0.126 0.802
N 0.088953 -2.312529 -0.278830 0.812 0.170 -1.004
C -1.100972 -2.763045 0.194158 -0.638 -0.077 0.003
O -1.309705 -3.183516 1.304569 0.007 -0.067 0.018
C -2.201018 -2.632582 -0.876742 0.061 -0.183 0.300
O -2.266687 -1.289194 -1.324663 -0.344 0.113 -0.218
C -2.853540 -0.382091 -0.479011 0.090 0.269 0.154
C -4.117199 -0.538392 0.077654 0.142 -0.157 -0.170
C -4.663296 0.457606 0.864121 0.098 0.048 -0.004
C -3.978105 1.640430 1.117973 0.054 -0.045 -0.109
C -4.574614 2.701388 1.988625 -0.006 -0.035 0.092
C -2.716213 1.804032 0.563203 -0.136 -0.074 0.048
C -2.171749 0.800329 -0.211564 0.167 -0.338 -0.166
Br -0.440205 1.008964 -0.938132 0.201 0.319 -0.038
H 2.167529 3.334911 -1.047265 -0.147 0.108 0.004
H 3.312133 3.039393 -2.355364 -0.060 0.005 -0.146
H 2.489466 1.689860 -1.576314 -0.061 -0.171 -0.083
H 4.528624 3.552963 -0.258189 0.075 0.015 -0.009
H 4.854149 1.895107 -0.764624 0.097 0.031 0.036
H 4.447190 2.115944 1.675374 -0.177 0.051 0.001
H 2.785189 2.669812 1.340378 0.027 -0.003 0.045
H 2.218059 0.485480 0.714812 -0.011 -0.123 0.124
H 4.224916 -2.428243 0.758552 0.033 0.073 0.027
H 3.063202 -1.983971 2.019119 0.018 -0.016 -0.046
H 1.934093 -0.788818 -1.794847 -0.004 0.038 -0.092
H 3.627265 -1.202877 -1.501729 0.063 0.043 -0.079
H 2.484234 -2.455746 -1.998861 -0.004 -0.045 -0.093
H 0.133832 -1.994857 -1.246350 -0.089 -0.013 0.332
H -1.956785 -3.231259 -1.758019 -0.054 0.033 0.089
H -3.147373 -2.978173 -0.453307 0.180 0.000 0.003
H -4.678703 -1.439265 -0.115537 -0.058 -0.096 -0.027
H -5.646409 0.313975 1.286517 -0.121 -0.018 0.038
H -5.642856 2.792435 1.805609 -0.069 0.073 0.021
H -4.101433 3.663880 1.812312 -0.018 0.085 0.019
H -4.435812 2.440222 3.037965 -0.029 0.066 0.082
H -2.152470 2.707433 0.743920 0.048 0.055 -0.010
```
Positions in Å, forces in eV/Å.

Here is what natural (NBO) gives for the atomic charges, in e:
1. C -0.607
2. C -0.403
3. C -0.222
4. N -0.626
5. C 0.682
6. O -0.625
7. C -0.538
8. C 0.249
9. C -0.712
10. N -0.225
11. N -0.465
12. C 0.635
13. O -0.558
14. C -0.154
15. O -0.522
16. C 0.316
17. C -0.252
18. C -0.197
19. C -0.015
20. C -0.626
21. C -0.221
22. C -0.129
23. Br 0.044
24. H 0.203
25. H 0.215
26. H 0.190
27. H 0.204
28. H 0.210
29. H 0.227
30. H 0.194
31. H 0.406
32. H 0.241
33. H 0.259
34. H 0.227
35. H 0.240
36. H 0.235
37. H 0.385
38. H 0.207
39. H 0.203
40. H 0.221
41. H 0.216
42. H 0.220
43. H 0.217
44. H 0.225
45. H 0.225

---

Which of these has the highest orbital gap? C16H22BrN3O3